(1)
The following is a quantum chemistry calculation of the molecule C5H5NS2 at a distorted geometry, from OMol25.

Cartesian coordinates (Å):
N: 2.962 -1.397 0.436
C: 1.906 -0.993 0.199
C: 0.630 -0.425 -0.162
S: 0.216 -0.821 -1.910
C: 0.458 1.059 0.118
C: -0.860 0.732 0.789
S: -2.198 1.602 1.085
C: -0.542 -0.780 0.776
H: 1.509 -1.022 -2.266
H: 0.321 1.690 -0.783
H: 1.263 1.501 0.756
H: -1.354 -1.376 0.349
H: -0.318 -1.078 1.785

Its structure (SMILES) is N#CC1(S)CC(=S)C1. Its total charge is 0. The calculation puts the HOMO-LUMO gap at 8.5 eV. The calculation puts the energy above the lowest of the compared OMol25 structures with the same formula, charge and spin at 125.89 kJ/mol. As for the LUMO energy: -0.7 eV.



(2)
The following is a quantum chemistry calculation of a cluster of 2 separate species, C6H15NO2 in total at a distorted geometry, from OMol25.

Cartesian coordinates (Å):
C: 3.091 0.724 1.105
C: 1.719 1.167 1.684
C: 0.647 0.176 1.334
N: 0.916 -1.174 1.622
O: -0.400 0.490 0.821
H: 3.261 -0.271 0.737
H: 3.775 0.603 2.010
H: 3.561 1.446 0.461
H: 1.676 1.523 2.737
H: 1.380 2.169 1.295
H: 0.397 -1.876 1.136
H: 1.675 -1.412 2.229
C: -0.682 -0.113 -2.114
C: -2.126 -0.390 -1.765
C: -2.318 -0.953 -0.382
O: -2.981 0.751 -1.947
H: -0.331 -0.993 -2.681
H: 0.014 0.111 -1.296
H: -0.674 0.767 -2.776
H: -2.732 -0.982 -2.508
H: -2.146 -0.210 0.397
H: -3.355 -1.212 -0.055
H: -1.856 -1.921 -0.191
H: -2.512 1.583 -1.850

Its structure (SMILES) is CCC(N)=O.CC(C)O. Its total charge is 0. The calculation puts the HOMO-LUMO gap at 10.1 eV. The calculation puts the energy above the lowest of the compared OMol25 structures with the same formula, charge and spin at 216.65 kJ/mol. As for the LUMO energy: 0.7 eV.



(3)
The following is a quantum chemistry calculation of the molecule C2H5FN2S at a distorted geometry, from OMol25.

Cartesian coordinates (Å):
N: 1.396 1.529 0.002
N: 0.217 0.824 -0.024
C: 0.168 -0.504 0.000
S: 1.411 -1.560 -0.003
C: -1.285 -1.022 -0.011
F: -2.185 -0.007 0.004
H: 1.919 1.364 0.857
H: 1.965 1.300 -0.790
H: -0.631 1.318 -0.087
H: -1.474 -1.672 -0.845
H: -1.501 -1.569 0.898

Its structure (SMILES) is NNC(=S)CF. Its total charge is 0. The calculation puts the HOMO-LUMO gap at 9.6 eV. The calculation puts the energy above the lowest of the compared OMol25 structures with the same formula, charge and spin at 9.17 kJ/mol. As for the LUMO energy: 0.8 eV.



(4)
The following is a quantum chemistry calculation of the molecule C20H28N4O4, from OMol25.

Cartesian coordinates (Å):
C: -5.282 -3.877 1.837
C: -4.439 -2.699 2.306
C: -4.059 -2.837 3.784
C: -5.221 -1.402 2.127
O: -6.436 -1.390 2.200
N: -4.502 -0.241 1.978
C: -5.217 0.980 1.649
C: -3.092 -0.224 1.703
C: -2.772 -0.585 0.249
O: -3.622 -1.020 -0.506
N: -1.477 -0.417 -0.115
C: -1.035 -0.602 -1.494
C: 0.102 0.418 -1.677
C: 1.227 -0.151 -2.535
N: 2.281 0.809 -2.804
C: 3.450 0.823 -2.104
O: 3.682 0.042 -1.195
C: 4.430 1.845 -2.523
C: 4.272 3.051 -3.260
N: 5.386 3.708 -3.371
O: 6.332 2.939 -2.705
C: 5.753 1.853 -2.187
C: 6.572 0.935 -1.389
C: 7.951 1.334 -0.949
C: 6.840 1.290 0.053
C: 0.561 0.749 -0.256
C: -0.294 1.682 0.557
C: -0.453 0.192 0.692
H: -5.532 -3.780 0.781
H: -4.731 -4.809 1.981
H: -6.213 -3.927 2.399
H: -3.532 -2.672 1.702
H: -3.445 -2.004 4.132
H: -4.962 -2.864 4.396
H: -3.506 -3.763 3.950
H: -6.270 0.833 1.865
H: -4.834 1.809 2.248
H: -5.105 1.219 0.588
H: -2.707 0.777 1.914
H: -2.547 -0.900 2.364
H: -0.664 -1.623 -1.638
H: -1.875 -0.455 -2.169
H: -0.285 1.319 -2.162
H: 1.683 -1.003 -2.028
H: 0.826 -0.504 -3.487
H: 2.188 1.420 -3.596
H: 3.384 3.478 -3.702
H: 6.380 -0.109 -1.591
H: 8.698 0.554 -0.920
H: 8.312 2.303 -1.259
H: 6.448 2.233 0.407
H: 6.807 0.480 0.766
H: 1.614 0.672 -0.028
H: 0.179 2.216 1.370
H: -1.089 2.212 0.046
H: -0.162 -0.313 1.604

Its structure (SMILES) is CC(C)C(=O)N(C)CC(=O)N1C[C@H](CNC(=O)c2cnoc2C2CC2)[C@H]2C[C@H]21. Its total charge is 0. The calculation puts the HOMO-LUMO gap at 9.5 eV. The calculation puts the energy above the lowest of the compared OMol25 structures with the same formula, charge and spin at 348.49 kJ/mol. As for the LUMO energy: 0.4 eV.



(5)
The following is a quantum chemistry calculation of a cluster of 2 separate species, C4H4N2O in total, from OMol25.

Cartesian coordinates (Å):
H: -2.702 0.075 0.483
N: -1.710 -0.119 0.611
C: -1.365 -1.075 -0.148
N: -0.073 -1.579 -0.203
C: 0.964 -1.338 0.391
O: 2.016 -1.252 0.880
H: -2.032 -1.604 -0.831
C: 1.779 1.694 -0.530
C: 0.670 1.786 -0.074
H: 2.766 1.621 -0.928
H: -0.314 1.792 0.348

Its structure (SMILES) is [H]/N=C/N=C=O.C#C. Its total charge is 0. The calculation puts the HOMO-LUMO gap at 11.3 eV. The calculation puts the energy above the lowest of the compared OMol25 structures with the same formula, charge and spin at 256.79 kJ/mol. As for the LUMO energy: 0.8 eV.



(6)
The following is a quantum chemistry calculation of the ion C3H6N3O with charge +1 at a distorted geometry, from OMol25.

Cartesian coordinates (Å):
C: -0.189 -0.960 -1.122
C: 0.994 -1.400 -0.613
C: 0.761 0.322 0.799
N: -0.808 -0.009 -0.408
N: 0.694 0.794 2.006
N: -1.600 0.885 -0.914
O: 1.438 -0.730 0.464
H: -0.602 -1.333 -2.046
H: 1.628 -2.181 -0.988
H: 0.277 1.697 2.185
H: 1.107 0.302 2.798
H: -2.187 1.415 -0.286
H: -1.513 1.198 -1.877

Its total charge is +1. The calculation puts the HOMO-LUMO gap (spin up / spin down) at 8.4 / 8.4 eV. The calculation puts the energy above the lowest of the compared OMol25 structures with the same formula, charge and spin at 277.31 kJ/mol. As for the LUMO energy (spin up / spin down): -4.7 / -4.7 eV.



(7)
The following is a quantum chemistry calculation of a cluster of 2 separate species, C2H8N4O2 in total at a distorted geometry, from OMol25.

Cartesian coordinates (Å):
C: 0.864 1.336 1.633
C: -0.608 0.151 -0.237
H: 1.954 1.391 2.084
H: 0.482 2.478 1.213
H: 0.131 1.273 2.476
H: 1.836 -0.856 1.811
H: -1.260 -2.007 -0.776
H: 0.084 -1.450 -2.828
H: 1.235 -0.872 -1.412
H: -1.903 0.052 -1.587
N: 0.672 0.231 0.725
N: -0.680 -1.083 -1.118
N: 0.559 -1.693 -1.914
N: -1.433 1.101 -0.356
O: 0.597 -0.968 1.371
O: -2.531 0.916 -1.083

Its total charge is 0. The calculation puts the HOMO-LUMO gap at 8.6 eV. The calculation puts the energy above the lowest of the compared OMol25 structures with the same formula, charge and spin at 1191.04 kJ/mol. As for the LUMO energy: 0.0 eV.